No. 1
Computed, not measured: a structure of composition C23H42BaCl2N2O3P, with the ωB97M-V functional and the def2-TZVPD basis.

- E_HOMO (eV) = -1.8
- LUMO energy (Ha) = 0.085
- Kohn-Sham gap (eV) = 4.1308
- ΔE to the lowest compared entry with this formula, charge and spin (kJ/mol) = 73.5
- total charge = -1

Structure (XYZ):
```
74
Properties=species:S:1:pos:R:3:mulliken_charge:R:1
O 0.14527 -0.04689 -5.18843 -0.446
C -0.57515 0.38701 -6.08021 -0.212
C -0.35572 1.64014 -6.87119 0.627
C 0.76011 2.44345 -6.60937 -0.314
H 1.45927 2.14437 -5.82893 0.405
C 0.96703 3.61163 -7.34252 -0.434
H 1.83631 4.23028 -7.12411 0.362
C 0.06357 3.98543 -8.34658 -0.358
H 0.22721 4.90130 -8.91407 0.348
C -1.04928 3.17697 -8.61630 -0.481
H -1.75495 3.46197 -9.39723 0.346
C -1.25179 2.00830 -7.88080 -0.463
H -2.10648 1.35995 -8.07478 0.307
H -1.48584 -0.17773 -6.37354 0.286
C -2.75302 1.95923 -0.35299 -1.478
C -2.36069 1.10605 0.74620 0.424
H -3.62153 2.62009 -0.23718 0.389
H -2.89998 1.36820 -1.26543 0.314
H -1.90313 2.60030 -0.63566 0.233
C -2.73065 0.64361 1.90222 0.553
C -4.03486 1.04772 2.53646 -1.585
H -2.16202 -0.06719 2.53002 -0.471
H -4.46238 1.81021 1.89471 0.380
H -3.92566 1.47856 3.52884 0.299
H -4.75635 0.23630 2.59726 0.253
Ba 0.14227 0.41836 0.22685 0.981
Cl 1.49954 3.01717 0.06737 -0.761
Cl -0.71187 -0.25209 -2.42409 -0.746
H 3.72912 0.03611 -2.95460 0.337
H 5.36362 1.02022 -1.30623 0.310
C 2.90537 0.20111 -2.24760 -0.932
C 4.51334 1.20903 -0.63822 -0.889
N 3.44236 0.24781 -0.88930 0.431
H 2.14657 -0.57976 -2.34793 0.256
C 3.01697 -0.55452 0.10238 -0.108
O 2.21430 -1.50906 0.00263 -0.518
H 4.82512 1.07865 0.40052 0.282
H 3.40731 -0.22831 1.09527 0.232
H 2.42922 1.16366 -2.48324 0.385
H 4.14908 2.23250 -0.77778 0.314
H -1.68865 -5.22505 1.65073 0.305
H -0.48296 -5.97409 -0.69448 0.328
C -2.16892 -4.45828 1.03332 -0.880
C -1.00258 -5.11355 -1.10013 -0.937
N -1.30391 -4.08796 -0.08872 0.229
H -2.26634 -3.52619 1.58960 0.114
C -0.85250 -2.83619 -0.12218 0.673
O -1.04302 -1.98686 0.78212 -0.575
H -0.37190 -4.67926 -1.86487 0.261
H -0.25959 -2.53718 -1.03233 -0.081
H -3.14456 -4.79882 0.67147 0.328
H -1.88756 -5.50703 -1.58553 0.323
C -1.84799 -0.40578 5.61388 -1.220
C -0.56109 0.38116 5.36375 -0.731
P 0.07656 0.12033 3.67639 0.367
C 1.47875 1.31846 3.63680 -0.190
C 2.37810 1.38838 4.86971 -1.224
C 0.53870 -1.67764 3.70963 -0.216
C 1.26602 -2.19616 4.94067 -1.318
H -1.69544 -1.49328 5.57195 0.260
H -2.23351 -0.16380 6.61132 0.412
H -2.62938 -0.15242 4.88448 0.182
H -0.75575 1.46225 5.45241 0.444
H 0.22684 0.12482 6.08660 0.391
H 2.05503 1.18315 2.70626 0.093
H 0.96613 2.29065 3.50825 0.320
H 2.92856 0.45884 5.05356 0.216
H 3.11493 2.18729 4.72458 0.414
H 1.81546 1.64276 5.77592 0.263
H -0.43321 -2.19482 3.61327 0.202
H 1.08734 -1.90233 2.78115 0.494
H 0.69412 -2.03991 5.86415 0.249
H 1.40019 -3.28012 4.83448 0.420
H 2.26055 -1.75145 5.05940 0.225
```



No. 2
Computed, not measured: a structure of composition C23H42Cl3FeN4O3SSi, with the ωB97M-V functional and the def2-TZVPD basis.

- E_HOMO (alpha / beta) (eV) = -8.5 / -8.2
- <S²> = 8.773
- LUMO energy (alpha / beta) (Ha) = 0.013 / -0.093
- Kohn-Sham gap (alpha / beta) (eV) = 8.8206 / 5.6184
- multiplicity = 6
- ΔE to the lowest compared entry with this formula, charge and spin (kJ/mol) = 503.1

Structure (XYZ):
```
78
Properties=species:S:1:pos:R:3:mulliken_spin:R:1
C -4.67415 -1.99296 -1.94102 -0.002
C -3.59622 -1.03758 -2.40227 0.003
H -5.62747 -1.71741 -2.40213 0.000
H -4.90084 -2.04985 -0.86484 0.000
H -4.44122 -3.01602 -2.27389 0.000
C -3.76036 -0.18104 -3.43469 -0.001
C -5.04324 -0.00884 -4.21942 0.000
H -2.94033 0.43952 -3.78475 0.001
H -5.83618 0.17505 -3.47872 0.000
H -5.32055 -0.87763 -4.84538 0.000
H -5.05146 0.86157 -4.90054 0.000
Fe 2.94772 -1.61446 -0.77648 3.609
Cl 4.84969 -1.99991 0.19507 0.132
Cl -0.46650 -1.71364 2.59277 0.127
H 4.99730 0.12547 6.24939 0.000
H 5.87368 -2.01637 5.80544 0.000
C 4.26429 0.13800 5.42377 0.000
C 5.03674 -2.23076 5.11682 -0.001
N 4.41361 -1.02652 4.58502 0.000
H 4.44428 1.00610 4.79306 0.000
C 3.79092 -1.11110 3.33922 0.001
O 3.27231 -0.22766 2.68125 0.002
H 5.37716 -2.78993 4.25420 0.001
H 3.78308 -2.13116 2.92947 0.001
H 3.20695 0.25064 5.73837 0.000
H 4.31943 -2.90502 5.62018 0.000
H -4.02325 1.58265 0.82412 0.003
H -3.53086 3.43856 -1.45974 0.000
C -3.73444 2.54949 1.25869 0.002
C -3.07767 4.03212 -0.64453 0.000
N -2.68641 3.19086 0.48998 0.001
H -3.43837 2.42503 2.30347 -0.002
C -1.37513 2.97629 0.80837 -0.002
O -0.98828 2.22464 1.69030 0.002
H -2.17320 4.53396 -1.01980 0.000
H -0.70654 3.59443 0.18114 0.000
H -4.65012 3.13530 1.21117 0.002
H -3.82853 4.77270 -0.33367 0.000
O -2.19731 -1.27539 -0.27696 0.117
C -2.18614 -1.29423 -1.78859 0.007
C -1.38371 1.01032 -2.03084 -0.004
C -1.16283 -0.33341 -2.36954 0.008
H -2.24265 1.21720 -1.37120 0.004
C -0.47751 1.97788 -2.48390 -0.001
H -1.92263 -2.30830 -2.06860 0.005
C -0.02538 -0.71290 -3.09691 0.017
H -0.63801 2.98949 -2.09663 -0.001
C 0.53102 1.63851 -3.39179 0.003
C 0.74597 0.28585 -3.69393 -0.019
H 0.22691 -1.79002 -3.08629 0.003
H 1.20389 2.37459 -3.85225 -0.001
H 1.57735 0.04222 -4.36029 -0.004
Si -2.19743 -1.84908 1.21483 0.028
Cl 2.20770 -3.05498 -2.04881 0.151
C -2.80603 -0.12763 1.80130 0.144
C -1.18468 -3.30193 0.42806 0.431
C -3.53259 -2.84479 2.11338 0.166
H -2.13326 0.55239 1.23033 0.009
H -2.81408 0.09860 2.88209 -0.004
H -3.84809 -0.10178 1.39427 0.007
H -4.46582 -2.26848 2.14696 0.001
H -3.27442 -3.09656 3.16855 -0.004
H -3.71976 -3.78871 1.59235 -0.003
H -0.14834 -2.97684 0.30889 -0.002
H -1.62635 -3.57483 -0.52368 -0.024
H -1.22020 -4.19020 1.06709 0.001
S 2.43252 0.47212 -0.63960 0.078
C 4.08815 0.97666 -0.89307 -0.003
N 4.57348 1.92493 -0.09428 0.007
C 5.97211 2.24494 -0.47126 -0.002
C 6.37260 1.02619 -1.32467 0.000
N 5.04397 0.53991 -1.80422 0.003
H 3.97324 2.27299 0.68117 0.004
H 6.62147 2.34744 0.40425 0.000
H 5.98712 3.17854 -1.07364 0.000
H 6.71423 0.18234 -0.71210 0.000
H 7.15860 1.17759 -2.08340 0.000
H 5.07103 -0.44516 -2.10647 0.000
```



No. 3
Computed, not measured: a cluster of 7 separate species, C23H42F2O11 in total, with the ωB97M-V functional and the def2-TZVPD basis.

- E_HOMO (eV) = -9.2
- LUMO energy (Ha) = 0.007
- SMILES = O=C1OC[C@@H](F)O1.O=C1OC[C@@H](F)O1.C1CCOC1.C1CCOC1.C1CCOC1.C1CCOC1.CO
- Kohn-Sham gap (eV) = 9.4147

Structure (XYZ):
```
78
Properties=species:S:1:pos:R:3:mulliken_charge:R:1
O -5.77469 1.34255 2.79861 -0.520
C -5.34418 2.21507 2.08338 0.562
O -4.19702 2.19215 1.38940 -0.181
C -3.68499 3.50158 1.40562 -0.482
C -4.97012 4.34367 1.35266 0.251
F -5.31569 4.45290 0.02420 -0.274
O -5.86054 3.43540 2.04710 -0.340
H -3.04729 3.67032 2.27336 0.343
H -3.00762 3.79169 0.60244 0.290
H -4.84798 5.32517 1.81074 0.352
O 3.37580 -4.81134 2.29571 -0.594
C 2.48137 -4.15227 2.83417 0.600
O 2.13014 -2.86625 2.51949 -0.223
C 1.25894 -2.33408 3.41764 -0.015
C 0.76134 -3.56312 4.10013 0.285
F -0.28114 -3.93678 3.38119 -0.238
O 1.79194 -4.50589 3.88162 -0.341
H 1.77342 -1.67565 4.11755 0.116
H 0.46813 -1.87195 2.82675 0.019
H 0.47072 -3.41655 5.14040 0.371
C 3.38931 0.60026 3.05052 -0.279
C 2.30199 1.66138 2.85801 -0.023
C 2.74533 2.86220 3.74767 -0.543
O 4.04009 2.53383 4.15147 -0.409
C 4.55185 1.45012 3.43051 -0.665
H 3.47921 -0.07809 2.20209 0.436
H 3.24957 0.01175 3.95730 -0.009
H 1.31140 1.26434 3.07978 0.181
H 2.35705 1.90460 1.79692 0.064
H 2.05277 2.89372 4.58879 0.297
H 2.63786 3.80151 3.20524 0.286
H 5.25707 0.81949 3.97185 0.405
H 5.09985 1.73769 2.53324 0.288
C 3.76129 0.04213 -3.75469 -0.711
C 2.56646 0.37188 -4.59109 -0.227
C 1.60046 -0.77869 -4.48807 -0.431
O 1.88417 -1.29180 -3.20257 -0.457
C 3.24002 -0.94808 -2.69881 -0.035
H 4.14762 0.96220 -3.31614 0.307
H 4.55865 -0.38294 -4.36431 0.269
H 2.83712 0.34361 -5.64656 0.400
H 2.12394 1.34694 -4.38728 0.094
H 1.73553 -1.62261 -5.16455 0.344
H 0.53554 -0.55036 -4.44423 0.167
H 3.91266 -1.80427 -2.64787 0.371
H 3.20753 -0.55014 -1.68457 -0.030
C -3.31627 -2.71227 0.30610 -0.564
C -3.22419 -2.51402 -1.24680 -0.043
C -2.57938 -3.76026 -1.71007 -0.541
O -1.72157 -4.18227 -0.62030 -0.491
C -1.96900 -3.41155 0.58271 0.490
H -4.14713 -3.39032 0.50107 0.316
H -3.47175 -1.82775 0.92382 0.340
H -2.61397 -1.70783 -1.65396 -0.289
H -4.20937 -2.44854 -1.70857 0.450
H -1.88989 -3.50150 -2.51364 0.261
H -3.25596 -4.56066 -2.00958 0.305
H -1.18679 -2.70770 0.86702 -0.467
H -2.07339 -4.06972 1.44528 0.267
C 0.01196 0.59374 -1.43071 0.643
C -1.25948 1.18715 -0.86943 -0.584
C -1.01824 1.07484 0.60848 -0.352
O -0.51648 -0.23265 0.67746 -0.357
C 0.37461 -0.44855 -0.45256 -0.160
H 0.79228 1.35459 -1.41323 0.194
H -0.07263 0.20958 -2.44726 -0.623
H -2.09115 0.52319 -1.10523 0.062
H -1.57579 2.15411 -1.26064 0.571
H -1.93422 1.05227 1.19887 0.224
H -0.33261 1.81976 1.01235 0.151
H 0.10565 -1.39370 -0.92422 0.353
H 1.41518 -0.41940 -0.12937 -0.249
C -0.84297 2.25770 -4.76012 -0.371
O -1.37719 3.52475 -5.05712 -0.546
H -1.59757 1.67483 -4.23196 0.220
H -0.49292 1.71475 -5.63805 0.309
H -0.03611 2.34447 -4.03241 0.108
H -0.65857 4.06565 -5.39271 0.307
```



> What is the formula in the first record?

C23H42BaCl2N2O3P